Molecular formula: C42H46AsInN2P2
Method: DFT, ωB97M-V/def2-TZVPD

The geometry in XYZ format:
```
94
Properties=species:S:1:pos:R:3:mulliken_charge:R:1
In 0.415 0.778 0.106 0.521
N -1.867 -1.204 -1.219 0.307
P -2.184 -0.199 0.124 -0.362
C -3.980 -0.112 0.228 0.695
C -4.511 0.733 1.203 -0.429
C -5.881 0.804 1.381 -0.752
C -6.724 0.048 0.577 -0.525
C -6.197 -0.786 -0.398 -0.817
C -4.824 -0.870 -0.579 -0.376
C -1.817 -1.215 1.588 0.612
C -2.106 -2.578 1.664 -0.537
C -1.955 -3.250 2.865 -0.805
C -1.546 -2.562 4.004 -0.505
C -1.273 -1.205 3.941 -0.938
C -1.392 -0.535 2.729 -0.061
P -0.219 -1.348 -1.606 0.901
C 0.215 -3.017 -1.092 0.715
C -0.678 -4.071 -1.291 -0.806
C -0.318 -5.351 -0.909 -0.662
C 0.935 -5.589 -0.349 -0.689
C 1.832 -4.548 -0.173 -0.354
C 1.465 -3.259 -0.539 -0.518
C -0.170 -1.344 -3.399 0.997
C -1.199 -0.867 -4.208 -0.659
C -1.051 -0.877 -5.586 -0.924
C 0.126 -1.338 -6.159 -0.536
C 1.165 -1.789 -5.356 -0.736
C 1.022 -1.788 -3.979 -0.701
H -2.448 -0.962 -2.015 0.028
H -3.856 1.331 1.828 0.360
H -6.294 1.453 2.142 0.431
H -7.796 0.111 0.710 0.413
H -6.855 -1.378 -1.020 0.434
H -4.433 -1.549 -1.326 0.415
H -2.457 -3.105 0.785 0.407
H -2.181 -4.306 2.924 0.510
H -1.449 -3.089 4.945 0.455
H -0.979 -0.667 4.833 0.490
H -1.207 0.536 2.690 0.539
H -1.644 -3.889 -1.745 0.421
H -1.009 -6.171 -1.053 0.489
H 1.210 -6.594 -0.057 0.450
H 2.815 -4.740 0.238 0.495
H 2.157 -2.439 -0.402 0.417
H -2.124 -0.480 -3.801 0.423
H -1.857 -0.520 -6.213 0.451
H 0.233 -1.344 -7.236 0.447
H 2.083 -2.145 -5.802 0.445
H 1.830 -2.154 -3.356 0.351
C -0.006 5.503 2.270 -0.708
C -0.846 4.401 2.284 -0.735
C -0.773 3.460 1.264 -0.143
C 0.130 3.617 0.209 0.079
C 0.990 4.714 0.216 -0.329
C 0.914 5.648 1.239 -0.671
N 0.169 2.595 -0.782 0.010
C 0.653 2.849 -2.090 0.812
C 0.375 4.060 -2.728 -0.348
C 0.777 4.270 -4.037 -0.694
C 1.468 3.288 -4.737 -0.730
C 1.729 2.078 -4.120 -1.115
C 1.314 1.860 -2.813 0.392
H -0.062 6.240 3.059 0.421
H -1.568 4.280 3.082 0.457
H -1.456 2.616 1.248 0.608
H 1.738 4.817 -0.559 0.614
H 1.593 6.491 1.237 0.424
H -0.207 4.813 -2.214 0.555
H 0.538 5.209 -4.517 0.434
H 1.796 3.467 -5.751 0.431
H 2.267 1.300 -4.648 0.485
H 1.556 0.910 -2.341 -0.041
C 2.400 2.704 3.779 -0.929
C 2.335 1.184 3.906 -0.684
As 2.082 0.302 2.197 0.459
C 1.949 -1.598 2.614 0.379
C 3.238 -2.205 3.157 -1.510
C 3.844 0.461 1.382 -0.977
C 3.959 -0.233 0.034 -0.665
H 2.518 3.156 4.763 0.450
H 1.490 3.110 3.331 0.084
H 3.246 3.022 3.170 0.318
H 1.517 0.874 4.556 0.505
H 3.263 0.768 4.302 0.565
H 1.616 -2.110 1.713 -0.170
H 1.137 -1.686 3.333 0.170
H 4.045 -2.190 2.424 0.300
H 3.059 -3.246 3.426 0.450
H 3.586 -1.695 4.056 0.385
H 4.547 0.041 2.103 0.598
H 4.063 1.526 1.293 0.519
H 3.678 -1.284 0.103 0.012
H 4.985 -0.196 -0.331 0.520
H 3.329 0.245 -0.724 0.086
```

Results
net charge: +2
multiplicity: 1

=====

Molecular formula: C42H46BrClFIO33S
Method: DFT, ωB97M-V/def2-TZVPD

The geometry in XYZ format:
```
126
Properties=species:S:1:pos:R:3:mulliken_charge:R:1
C 1.359 2.420 -3.462 -0.978
C 2.380 2.204 -2.358 0.311
O 1.863 1.712 -1.126 -0.487
C 0.538 2.129 -0.855 -0.472
C 0.287 2.013 0.633 0.056
C -0.695 1.164 1.156 0.407
Br -1.709 0.111 -0.036 -0.197
C -0.962 1.106 2.534 -0.296
I -2.476 -0.166 3.211 0.624
C -0.259 1.918 3.435 0.185
C -0.566 1.876 4.915 -1.320
C 0.539 1.283 5.747 0.496
O 1.144 1.849 6.593 -0.451
Cl 0.961 -0.425 5.425 -0.125
C 0.730 2.766 2.920 0.311
C 1.008 2.801 1.544 0.108
C 2.090 3.700 1.038 0.645
O 2.211 4.025 -0.118 -0.486
C 3.079 4.194 2.044 0.083
S 4.678 4.836 1.615 1.158
O 5.652 3.897 2.046 -0.570
O 4.750 6.198 2.016 -0.595
F 4.667 4.813 0.070 -0.064
C 2.808 4.183 3.344 -1.121
C 1.493 3.685 3.816 0.274
O 1.099 4.076 4.890 -0.566
H 0.789 3.341 -3.313 0.205
H 0.640 1.609 -3.531 0.254
H 1.858 2.525 -4.424 0.197
H 2.960 3.123 -2.215 -0.016
H 3.071 1.448 -2.726 0.287
H -0.167 1.510 -1.393 0.642
H 0.396 3.178 -1.111 0.143
H -0.697 2.880 5.307 0.347
H -1.478 1.321 5.106 0.378
H 3.499 4.555 4.088 0.468
C -4.926 -4.191 1.933 -0.109
C -4.888 -4.488 0.446 -0.340
O -5.254 -3.224 -0.122 -0.323
C -4.953 -2.253 0.768 0.454
O -4.978 -1.088 0.538 -0.518
O -4.619 -2.793 1.965 -0.092
H -4.190 -4.751 2.504 0.088
H -5.911 -4.341 2.375 0.214
H -3.897 -4.762 0.095 0.288
H -5.597 -5.253 0.139 0.358
C -4.819 -5.152 6.940 -0.369
C -4.984 -5.353 5.447 -0.187
O -5.363 -4.038 5.011 -0.226
C -4.912 -3.143 5.918 0.600
O -4.912 -1.965 5.745 -0.581
O -4.472 -3.764 7.026 -0.320
H -4.034 -5.765 7.373 0.281
H -5.751 -5.310 7.485 0.298
H -4.055 -5.620 4.956 0.200
H -5.756 -6.078 5.195 0.343
C 1.233 0.018 -6.814 -0.152
C 0.244 -0.959 -7.421 -0.371
O -0.587 -1.284 -6.301 -0.357
C -0.511 -0.272 -5.405 0.602
O -1.203 -0.160 -4.446 -0.548
O 0.463 0.597 -5.752 -0.185
H 1.561 0.792 -7.503 0.308
H 2.105 -0.474 -6.383 0.134
H -0.376 -0.502 -8.194 0.232
H 0.709 -1.858 -7.815 0.317
C 5.622 2.814 -5.087 -0.087
C 4.898 2.716 -6.415 -0.056
O 4.457 1.348 -6.415 -0.409
C 4.381 0.930 -5.132 0.685
O 3.876 -0.095 -4.791 -0.606
O 4.936 1.825 -4.298 -0.219
H 5.533 3.791 -4.618 0.212
H 6.673 2.536 -5.154 0.176
H 4.021 3.365 -6.466 -0.028
H 5.537 2.905 -7.272 0.366
C -5.450 -5.047 -4.809 -0.327
C -6.285 -6.072 -4.063 -0.309
O -5.357 -6.563 -3.088 -0.335
C -4.409 -5.616 -2.890 0.673
O -3.599 -5.643 -2.021 -0.547
O -4.518 -4.634 -3.806 -0.262
H -6.020 -4.194 -5.164 0.292
H -4.897 -5.485 -5.641 0.274
H -7.131 -5.620 -3.544 0.254
H -6.638 -6.887 -4.689 0.286
C 7.434 -0.380 -2.154 -0.357
C 8.920 -0.432 -1.853 -0.385
O 9.488 0.114 -3.049 -0.366
C 8.556 0.884 -3.650 0.616
O 8.768 1.601 -4.576 -0.544
O 7.351 0.726 -3.061 -0.083
H 6.818 -0.192 -1.280 0.319
H 7.074 -1.275 -2.663 0.279
H 9.198 0.206 -1.012 0.257
H 9.297 -1.436 -1.683 0.306
C 1.024 -4.118 5.796 -0.062
C 1.338 -5.367 4.995 -0.395
O 0.169 -6.167 5.223 -0.334
C -0.847 -5.346 5.551 0.548
O -1.986 -5.686 5.643 -0.525
O -0.408 -4.092 5.764 -0.214
H 1.442 -3.211 5.369 0.091
H 1.347 -4.201 6.835 0.271
H 1.425 -5.167 3.926 0.281
H 2.224 -5.893 5.336 0.302
C 3.537 6.175 -3.155 -0.406
C 2.089 5.850 -2.844 0.488
O 1.542 5.628 -4.152 -0.405
C 2.549 5.277 -4.982 0.710
O 2.410 4.858 -6.085 -0.582
O 3.748 5.459 -4.377 -0.329
H 4.230 5.830 -2.392 0.244
H 3.699 7.239 -3.336 0.302
H 1.990 4.934 -2.263 -0.399
H 1.560 6.655 -2.342 0.427
C -7.259 1.370 5.205 -0.335
C -5.753 1.319 5.367 0.115
O -5.317 2.245 4.363 -0.208
C -6.323 3.108 4.100 0.613
O -6.222 4.089 3.440 -0.531
O -7.467 2.695 4.699 -0.369
H -7.802 1.237 6.136 0.317
H -7.621 0.652 4.468 0.260
H -5.425 1.681 6.343 0.190
H -5.329 0.335 5.188 -0.015
```

Results
net charge: 0
energy above the lowest of the compared OMol25 structures with the same formula, charge and spin: 0.00 kJ/mol
multiplicity: 1

=====

Number 1: frontier orbital gap 5.7 eV, electronic energy -131858.0078 eV. Number 2: frontier orbital gap 7.2 eV, electronic energy -216085.3201 eV.